Entry 1:
41
Properties=species:S:1:pos:R:3:forces:R:3:mulliken_charge:R:1 method="wB97M-V/def2-TZVPD" spin_multiplicity=5 total_charge=+1 e_lumo_ev="-4.22 / -5.65"
Rh 0.228 -0.259 0.418 0.017 -0.397 0.068 0.6401
O -1.862 0.129 0.147 0.178 -0.043 -0.011 -0.4869
C -2.748 -0.857 -0.442 -0.061 -0.088 -0.091 -0.6200
C -2.388 -1.207 -1.876 0.058 0.017 0.047 -0.5245
C -0.940 -1.687 -2.079 -0.007 0.024 0.011 -1.0070
C -0.546 -2.736 -1.079 -0.159 -0.069 0.011 0.7808
C -0.731 -4.090 -1.309 0.028 -0.001 -0.026 -0.7032
C -0.439 -5.000 -0.305 0.021 0.027 0.040 -0.3559
C 0.034 -4.535 0.913 -0.017 0.009 -0.067 -0.7178
C 0.205 -3.175 1.077 0.126 -0.065 0.044 -0.2883
N -0.085 -2.303 0.104 -0.006 0.096 0.035 0.4573
H -2.042 0.996 -0.235 -0.005 0.009 0.061 0.3329
H -3.762 -0.463 -0.389 0.007 -0.004 0.041 0.4023
H -2.684 -1.722 0.214 0.008 0.021 0.015 0.3577
H -2.573 -0.351 -2.529 -0.002 -0.003 -0.004 0.3839
H -3.078 -1.993 -2.191 -0.015 0.001 0.009 0.3738
H -0.248 -0.840 -2.007 0.021 -0.003 -0.030 0.1993
H -0.836 -2.078 -3.090 0.024 0.003 -0.003 0.5091
H -1.096 -4.422 -2.271 -0.004 0.011 -0.002 0.5058
H -0.576 -6.059 -0.474 -0.002 -0.002 0.003 0.4239
H 0.275 -5.206 1.724 0.001 -0.009 -0.002 0.4531
H 0.594 -2.754 1.997 -0.018 0.019 -0.030 0.0829
Se -1.001 1.633 4.307 0.042 0.056 0.019 -0.2409
Sb 1.216 1.381 3.242 0.013 0.309 -0.113 1.1102
Se 1.480 -0.857 4.023 -0.208 -0.015 -0.242 -0.4251
Se 2.680 3.278 3.892 0.007 -0.054 0.051 -0.1457
Se 0.618 2.067 0.802 0.089 0.132 0.254 -0.1210
Br 8.684 -2.683 0.757 -0.094 0.046 0.006 -0.1528
C 6.971 -1.889 0.837 0.062 -0.027 -0.002 0.0762
C 6.740 -0.858 1.735 0.044 -0.006 0.010 -0.6162
C 5.486 -0.275 1.783 -0.015 0.013 -0.040 -0.4250
C 4.470 -0.733 0.950 -0.004 -0.028 0.013 0.2218
C 4.714 -1.775 0.060 -0.032 0.003 0.039 -0.2875
C 5.969 -2.351 -0.005 0.018 -0.040 -0.028 -0.5781
C 3.131 -0.106 1.035 0.045 0.202 0.137 1.0862
O 3.015 1.015 1.593 -0.084 -0.099 -0.021 -0.7525
O 2.159 -0.768 0.534 -0.087 -0.040 -0.195 -0.5899
H 7.532 -0.516 2.386 0.002 -0.001 -0.003 0.4309
H 5.288 0.534 2.472 -0.001 0.005 0.002 0.4002
H 3.918 -2.127 -0.581 0.008 -0.007 -0.008 0.3777
H 6.175 -3.152 -0.701 0.001 -0.002 0.002 0.4321



Entry 2:
37
Properties=species:S:1:pos:R:3:forces:R:3:mulliken_charge:R:1 method="wB97M-V/def2-TZVPD" e_lumo_ev=0.14
Ca 0.490 -0.687 -0.620 -0.021 -0.191 -0.030 1.4363
S 3.535 2.741 0.808 -0.126 0.018 0.044 -0.2358
C 4.570 1.479 0.321 0.065 0.028 0.002 -0.3492
C 3.874 0.405 -0.148 -0.123 0.031 0.046 -0.5729
C 2.444 0.544 -0.126 0.565 0.180 0.087 -0.7722
C 2.130 1.783 0.381 0.132 0.152 0.026 0.4255
C 0.787 2.352 0.541 -0.037 -0.093 0.014 0.4781
C 0.566 3.714 0.777 0.066 0.015 0.017 -0.8043
C -0.722 4.191 0.889 -0.026 0.024 0.009 -0.4982
C -1.791 3.312 0.756 0.016 0.033 0.015 -0.9998
C -1.502 1.985 0.526 0.069 -0.090 0.033 -0.6659
N -0.256 1.501 0.435 0.088 0.041 -0.086 0.5188
H 5.640 1.599 0.406 -0.036 -0.015 -0.016 0.4405
H 4.386 -0.480 -0.508 -0.007 0.008 0.004 0.3824
H 1.411 4.385 0.850 -0.027 0.001 -0.001 0.3510
H -0.898 5.244 1.067 0.016 -0.009 -0.007 0.4069
H -2.816 3.648 0.817 0.017 -0.014 0.002 0.4030
H -2.301 1.260 0.401 0.019 -0.017 -0.031 0.5447
C 0.921 -0.507 3.170 -0.018 0.029 -0.085 -0.5824
S 0.008 -1.941 2.621 0.043 -0.189 -0.072 0.3479
C -1.634 -1.257 2.778 0.006 0.052 -0.020 -0.5546
O 0.249 -2.049 1.129 -0.037 -0.070 0.465 -0.6695
H 0.664 -0.312 4.211 0.014 -0.007 -0.012 0.4287
H 0.659 0.336 2.528 0.051 0.007 0.057 -0.0237
H 1.981 -0.734 3.077 0.004 0.010 -0.007 0.3099
H -1.854 -1.124 3.838 -0.014 0.004 -0.032 0.3848
H -2.325 -1.971 2.335 -0.001 0.008 0.005 0.3381
H -1.670 -0.307 2.244 -0.040 -0.023 0.014 -0.0157
Te -1.926 -0.369 -2.202 -0.641 0.124 -0.453 -0.1816
C -1.756 -2.179 -3.253 -0.050 -0.156 -0.085 0.2242
C -2.645 -2.775 -4.100 0.025 -0.103 -0.008 -0.5383
C -2.186 -4.026 -4.622 -0.077 0.103 -0.002 -0.3463
C -0.953 -4.374 -4.173 0.064 0.031 0.082 -0.5867
S -0.352 -3.162 -3.111 0.038 0.052 0.040 -0.1029
H -3.603 -2.335 -4.339 0.028 -0.027 -0.010 0.3743
H -2.758 -4.637 -5.308 0.011 0.026 0.021 0.3330
H -0.367 -5.251 -4.398 -0.056 0.028 -0.025 0.3720



Entry 3:
37
Properties=species:S:1:pos:R:3:forces:R:3:mulliken_charge:R:1 method="wB97M-V/def2-TZVPD" smiles="Cc1cccc(C(=O)N[C@H](NCc2ccco2)C(Cl)(Cl)Cl)c1" e_lumo_ev=0.61
C -0.208 -3.846 -0.482 -0.066 -0.019 0.014 -1.4807
C -0.659 -2.712 -1.352 -0.046 0.001 -0.068 0.4814
C -1.422 -2.954 -2.489 0.069 0.047 0.071 -0.5240
C -1.838 -1.911 -3.298 -0.028 0.001 -0.022 -0.6578
C -1.501 -0.609 -2.979 0.078 0.145 0.111 -0.8204
C -0.759 -0.347 -1.832 -0.123 -0.320 -0.310 0.4473
C -0.425 1.069 -1.530 0.107 0.098 0.398 0.3338
O -0.236 1.906 -2.388 -0.037 0.107 -0.363 -0.6518
N -0.342 1.372 -0.198 -0.160 0.032 0.161 0.1600
C -0.175 2.742 0.234 0.292 0.018 -0.340 -1.3936
N 1.018 3.036 0.977 0.244 0.069 -0.059 -0.1875
C 1.292 2.333 2.224 -0.060 -0.069 -0.077 -1.3121
C 1.566 0.868 2.081 0.814 0.181 -0.247 0.7771
C 2.613 0.193 1.522 -0.447 0.390 0.295 -0.6670
C 2.323 -1.186 1.670 -0.484 -0.164 0.249 -0.1978
C 1.123 -1.248 2.306 0.604 -0.633 -0.295 -0.5657
O 0.655 -0.012 2.553 -0.336 0.271 0.188 -0.3267
C -1.449 3.206 0.975 -0.276 0.273 -0.132 0.4873
Cl -2.770 3.365 -0.209 0.100 -0.020 -0.012 -0.1461
Cl -1.990 2.037 2.204 -0.071 -0.086 0.123 -0.1196
Cl -1.174 4.767 1.749 -0.118 0.073 0.012 -0.1088
C -0.337 -1.402 -1.029 -0.073 0.120 -0.100 0.2640
H -1.023 -4.162 0.169 0.002 -0.075 0.081 0.3085
H 0.631 -3.547 0.141 0.068 -0.030 0.054 0.2346
H 0.086 -4.701 -1.086 0.054 -0.087 0.020 0.4252
H -1.683 -3.971 -2.745 -0.018 -0.115 -0.035 0.4124
H -2.421 -2.115 -4.184 -0.055 -0.012 -0.073 0.3970
H -1.805 0.218 -3.603 -0.010 0.076 -0.065 0.4914
H -0.624 0.690 0.490 -0.024 -0.034 -0.129 0.3583
H -0.116 3.329 -0.696 -0.138 -0.154 0.369 0.6855
H 1.818 2.968 0.359 -0.115 0.068 -0.021 0.3918
H 2.168 2.824 2.658 -0.124 -0.107 0.064 0.4674
H 0.451 2.471 2.903 0.198 0.044 0.079 0.3441
H 3.483 0.620 1.068 0.180 0.170 -0.079 0.5054
H 2.929 -2.008 1.348 0.070 -0.235 -0.030 0.4653
H 0.519 -2.073 2.629 -0.145 -0.053 0.087 0.5148
H 0.280 -1.213 -0.162 0.075 0.029 0.082 0.2069



Entry 4:
45
Properties=species:S:1:pos:R:3:forces:R:3:mulliken_charge:R:1 method="wB97M-V/def2-TZVPD" spin_multiplicity=3 e_lumo_ev="-1.34 / -1.84"
Pd -0.722 -0.336 -0.039 0.194 0.230 0.223 0.3832
Cl -1.937 4.236 5.450 0.204 0.167 -0.039 -0.1969
C -1.398 3.587 3.928 -0.095 -0.242 0.034 -0.0512
C -2.019 4.004 2.745 0.056 0.057 -0.061 -0.5254
C -1.758 3.366 1.559 -0.002 0.039 0.021 -0.5327
C -0.864 2.271 1.485 0.085 0.032 -0.064 0.3752
O -0.696 1.678 0.341 -0.189 -0.062 0.005 -0.7176
C -0.160 1.936 2.676 0.076 -0.334 -0.064 0.9722
C 0.893 0.939 2.726 -0.287 0.491 0.213 -0.2214
O 1.471 0.430 1.772 0.169 -0.391 0.781 -0.5457
C -0.475 2.578 3.887 -0.008 0.078 0.142 -0.9128
H -2.716 4.831 2.778 -0.060 -0.053 0.008 0.4011
H -2.244 3.676 0.644 -0.035 -0.041 0.016 0.4227
H 1.219 0.670 3.747 -0.050 -0.054 -0.062 0.2770
H 0.029 2.269 4.796 -0.058 -0.051 0.014 0.3469
Se -3.663 -1.601 5.304 0.006 0.006 -0.011 -0.3421
Sb -3.972 -0.480 3.176 0.033 0.492 -0.334 0.7172
Se -6.275 -0.165 2.399 0.138 -0.061 0.045 -0.3226
Se -4.241 1.625 4.398 0.076 -0.206 -0.080 -0.3389
Se -2.377 -1.287 1.430 -0.539 -0.200 0.649 -0.0238
C 2.534 -2.627 -0.381 -0.003 0.143 0.050 -0.9386
N 1.871 -2.712 -1.676 0.035 -0.299 0.013 0.4108
C 2.514 -2.810 -2.889 -0.031 0.087 -0.007 -0.4603
C 1.559 -2.954 -3.833 -0.007 0.068 0.017 -0.4917
N 0.344 -2.937 -3.179 0.012 -0.145 -0.010 0.3289
C -0.954 -3.127 -3.814 -0.054 0.089 0.001 -0.9309
C 0.545 -2.804 -1.858 -0.278 0.229 0.413 -0.2363
Se -0.800 -2.707 -0.492 0.593 -0.366 -0.910 -0.1221
H 3.381 -1.948 -0.463 -0.005 -0.002 -0.011 0.3489
H 2.872 -3.614 -0.071 0.010 -0.006 -0.021 0.2993
H 1.829 -2.240 0.350 0.020 0.033 -0.038 0.2921
H 3.584 -2.746 -2.976 0.000 -0.017 0.003 0.4750
H 1.629 -3.041 -4.902 0.007 -0.027 0.004 0.4565
H -0.911 -2.729 -4.824 0.016 -0.017 -0.001 0.3410
H -1.706 -2.594 -3.238 0.012 0.002 0.010 0.3462
H -1.210 -4.184 -3.840 0.013 -0.005 -0.016 0.3370
I 2.170 2.587 -4.499 0.005 0.009 -0.029 0.1010
C 1.762 1.629 -2.727 -0.032 -0.098 -0.084 -0.8702
C 2.255 1.932 -1.469 -0.125 -0.265 -0.025 -0.1850
N 1.743 1.032 -0.630 0.466 0.341 -1.262 0.1889
N 0.937 0.166 -1.253 -0.293 0.422 0.142 0.2699
C 0.929 0.526 -2.534 0.112 -0.039 -0.214 -0.4404
H 2.917 2.712 -1.135 0.025 -0.015 -0.006 0.4769
H 1.764 0.984 0.389 -0.153 -0.056 0.538 0.2608
H 0.345 -0.019 -3.258 -0.057 0.036 0.006 0.5778



Entry 5:
36
Properties=species:S:1:pos:R:3:forces:R:3:mulliken_charge:R:1 method="wB97M-V/def2-TZVPD" total_charge=+1 e_lumo_ev=-6.76
F -3.181 2.517 1.875 0.371 -1.727 -0.225 -0.2877
C -2.919 1.164 1.894 0.024 1.114 -0.124 0.4275
C -4.002 0.291 1.970 0.466 -0.207 0.047 -0.6131
C -3.686 -1.065 2.046 -0.728 -0.869 -0.167 0.3937
F -4.719 -1.974 2.105 1.314 1.139 -0.163 -0.2890
C -2.381 -1.534 2.100 -0.091 -0.002 0.649 -0.7852
C -1.307 -0.610 2.150 -0.025 -0.100 0.563 0.6553
C -0.010 -1.125 2.646 0.063 -1.046 -4.858 -0.1388
C 1.319 -0.606 2.240 0.060 0.125 0.665 0.5304
C 2.370 -1.542 2.064 -0.036 -0.079 0.563 -0.4256
C 3.681 -1.091 1.990 0.725 -0.862 -0.117 0.3742
F 4.698 -2.019 1.965 -1.323 1.171 -0.135 -0.2928
C 4.023 0.261 1.990 -0.489 -0.158 0.032 -0.6670
C 2.960 1.155 2.073 0.027 1.150 0.005 0.2624
F 3.247 2.502 2.112 -0.387 -1.694 -0.144 -0.2952
C 1.626 0.765 2.176 0.274 0.229 0.363 -0.6670
C -1.589 0.746 1.886 -0.286 0.320 0.605 -0.6727
H -5.029 0.644 1.963 0.179 -0.050 0.022 0.4976
H -2.179 -2.605 2.165 -0.230 0.302 0.161 0.4717
H -0.008 -2.221 2.587 -0.022 0.164 0.488 0.4766
H 2.145 -2.609 2.046 0.259 0.277 0.112 0.4503
H 5.054 0.595 1.937 -0.174 -0.058 0.030 0.5030
H 0.857 1.523 2.285 0.513 -0.116 0.152 0.4439
H -0.802 1.479 1.746 -0.460 -0.066 0.206 0.4188
C -1.206 -0.793 5.778 -0.626 -0.215 -0.450 -0.8347
N -0.032 -0.471 4.966 0.034 1.615 1.715 0.0112
N 1.131 -0.883 5.606 0.253 -0.932 -0.559 -0.3388
C 1.494 -0.057 6.752 0.309 0.169 0.337 -0.7433
H -2.045 -0.183 5.425 0.224 -0.113 0.116 0.3076
H -1.489 -1.855 5.693 0.219 0.222 0.120 0.3245
H -1.011 -0.571 6.831 -0.069 -0.129 -0.360 0.3317
H -0.065 -0.943 3.994 -0.157 0.101 0.195 0.0299
H 1.884 -0.927 4.921 -0.126 0.360 0.101 0.2432
H 2.258 -0.594 7.322 -0.255 0.083 -0.033 0.3384
H 1.906 0.916 6.446 -0.245 -0.159 0.014 0.2977
H 0.611 0.100 7.373 0.414 0.039 0.075 0.2614



Entry 6:
40
Properties=species:S:1:pos:R:3:forces:R:3:mulliken_charge:R:1 method="wB97M-V/def2-TZVPD" total_charge=+1 e_lumo_ev="-5.37 / -5.07"
Tl -2.061 -1.168 0.125 0.185 0.191 0.002 0.7808
F -1.121 4.065 -5.728 -0.289 0.495 -0.083 -0.2356
C -1.346 2.849 -5.311 0.676 -0.790 0.731 0.2965
C -0.970 2.490 -4.008 -0.115 0.720 -0.090 0.4097
F -0.523 3.421 -3.182 0.042 0.492 0.170 -0.2760
C -1.054 1.210 -3.566 -0.209 -0.995 -0.566 0.1292
F -0.785 0.980 -2.270 -0.131 -0.232 -0.468 -0.1542
C -1.388 0.162 -4.473 -0.653 -0.342 -0.464 -0.1407
S -1.647 -1.469 -4.019 0.323 0.620 0.185 -0.1537
C -1.683 0.531 -5.845 0.284 -0.016 1.295 0.3542
F -1.872 -0.427 -6.738 -0.154 0.580 0.244 -0.2511
C -1.751 1.868 -6.197 0.202 -0.269 -1.000 0.2977
F -2.017 2.251 -7.447 -0.036 -0.268 0.188 -0.2632
C -1.765 -4.382 2.867 0.710 0.041 0.417 -1.2268
C -0.768 -3.234 3.020 -0.122 1.476 -1.669 0.5219
C 0.185 -3.211 4.067 -0.221 -1.148 1.006 -0.2368
C 1.267 -2.355 4.133 1.114 0.146 -0.460 -0.6974
C 1.479 -1.501 3.087 -1.005 0.988 -1.384 -0.4146
C 0.333 -1.289 2.185 -0.563 -0.328 0.419 0.8852
N -0.737 -2.234 2.119 0.935 -0.747 1.191 -0.3668
N 0.130 -0.204 1.492 0.620 -0.560 -0.123 -0.4258
Si 1.211 1.218 1.294 -1.964 1.026 -1.318 0.1354
C 1.984 0.971 -0.395 0.206 1.027 -0.660 -0.9043
C -0.063 2.643 1.226 1.081 -0.604 -0.359 -0.9496
C 2.455 1.537 2.594 0.066 2.066 0.135 -1.1043
H -1.162 -5.251 2.521 -0.579 0.393 0.183 0.3004
H -2.633 -4.237 2.202 0.686 0.321 0.104 0.2792
H -2.159 -4.614 3.861 0.061 -0.172 -0.138 0.3725
H 0.141 -3.972 4.841 -0.299 0.029 -0.093 0.3800
H 2.036 -2.419 4.905 -0.447 -0.255 -0.052 0.4237
H 2.360 -0.871 2.864 -0.731 -0.858 0.766 0.2733
H 1.262 0.521 -1.108 0.747 -0.200 0.490 0.1896
H 2.938 0.469 -0.275 -0.105 -0.916 -0.211 0.3709
H 2.351 1.892 -0.922 -0.710 -0.261 0.747 0.3471
H -0.836 2.524 0.455 0.240 -0.024 0.191 0.2704
H 0.553 3.514 0.981 -0.288 0.172 -0.010 0.2888
H -0.514 2.804 2.192 -0.272 0.107 0.323 0.3334
H 3.070 0.678 2.658 0.951 -0.484 0.543 0.5109
H 1.985 1.845 3.562 0.580 -0.472 -0.666 0.3060
H 3.115 2.391 2.230 -0.815 -0.947 0.484 0.3441



Energy
In order: -13391.37584; -2850.78487; -2221.16715; -14083.25540; -1089.14279; -2049.31637
Unit: Ha